# 1
11
Properties=species:S:1:pos:R:3:lowdin_charge:R:1 method="wB97M-V/def2-TZVPD" smiles=CSCN de_lowest_kj_mol=37.0
C -1.27076 0.80872 0.64648 -0.48
S -0.77640 -0.57369 -0.37939 0.74
C 1.03680 -0.58535 0.05705 -0.57
N 1.75848 0.63464 -0.11455 -0.05
H -1.18802 1.77430 0.13009 0.03
H -0.89943 0.66943 1.66208 0.04
H -2.35191 0.96386 0.83744 0.04
H 1.52896 -1.36406 -0.52339 0.07
H 0.98386 -0.92766 1.09942 0.07
H 1.51276 1.35492 0.54948 0.06
H 1.51760 1.05767 -1.00528 0.07

# 2
A 2-piece molecular cluster, C28H21FN2 overall. Source: OMol25; level of theory: wB97M-V/def2-TZVPD.

```
52
Properties=species:S:1:pos:R:3:lowdin_charge:R:1
C -6.21260 -2.11732 -1.17068 -0.10
C -5.56019 -3.29691 -1.55105 -0.09
C -4.16704 -3.34454 -1.58885 -0.05
C -3.39965 -2.21408 -1.20956 -0.16
C -1.93317 -2.21334 -1.11022 -0.19
N -1.33347 -1.03808 -0.95255 0.06
C -0.10378 -0.74391 -0.63778 -0.21
C 0.43265 0.55342 -0.82247 -0.22
N 0.97986 1.57672 -0.99159 0.13
C -1.17101 -3.47603 -1.13002 -0.17
C -1.63774 -4.58771 -0.39562 -0.05
C -0.86964 -5.74454 -0.29465 -0.08
C 0.36344 -5.82257 -0.95013 -0.10
C 0.82882 -4.73675 -1.70068 -0.08
C 0.07234 -3.56876 -1.78903 -0.04
C -4.07285 -1.01610 -0.90954 -0.03
C -5.46557 -0.97658 -0.85265 -0.09
H -7.29970 -2.09029 -1.12538 0.10
H -6.14167 -4.18465 -1.81070 0.10
H -3.66190 -4.25926 -1.90588 0.11
H 0.58407 -1.48047 -0.18226 0.11
H -2.60486 -4.52190 0.11076 0.12
H -1.23057 -6.57948 0.30907 0.10
H 0.96576 -6.72481 -0.86421 0.10
H 1.79516 -4.79614 -2.20646 0.10
H 0.43081 -2.72639 -2.38628 0.12
H -3.47675 -0.12824 -0.69509 0.11
H -5.96813 -0.05507 -0.55379 0.10
F -1.14420 3.47584 5.00762 0.05
C -0.35833 3.56428 3.89033 -0.24
C -0.64028 4.56520 2.96051 0.00
C 0.18761 4.66916 1.85739 -0.01
C 1.28302 3.77456 1.64158 -0.21
C 2.08969 4.00421 0.49899 0.03
C 3.36632 3.48529 0.18118 -0.22
C 3.85832 3.73634 -1.13711 -0.02
C 5.06410 3.21646 -1.57057 -0.07
C 5.82822 2.40920 -0.71068 -0.06
C 5.38906 2.17043 0.60069 -0.07
C 4.21667 2.75833 1.07328 -0.01
C 1.45099 2.70870 2.57631 -0.01
C 0.68160 2.64594 3.73630 0.01
H -1.47593 5.24890 3.10945 0.13
H 0.01398 5.45261 1.11761 0.12
H 1.66095 4.67556 -0.24777 0.12
H 3.23701 4.33240 -1.81019 0.12
H 5.41844 3.42643 -2.58159 0.11
H 6.76202 1.97512 -1.06189 0.11
H 5.97758 1.52796 1.26020 0.11
H 3.94464 2.67557 2.12439 0.10
H 2.17181 1.92512 2.35424 0.11
H 0.87410 1.89019 4.49707 0.13
```

# 3
15
Properties=species:S:1:pos:R:3:lowdin_charge:R:1 method="wB97M-V/def2-TZVPD" smiles=O.O.O.O.O de_lowest_kj_mol=104.1
O 1.45151 -2.27280 2.09832 -0.08
H 1.36253 -2.48097 3.03612 0.03
H 0.96117 -1.42963 2.07567 -0.02
O 0.11973 -0.09909 1.19609 -0.05
H 0.90454 0.11575 0.67569 0.06
H -0.50171 0.61356 0.98126 0.04
O -0.72215 2.57578 -0.17262 -0.09
H -1.51593 2.19511 -0.56607 0.03
H 0.02215 2.09754 -0.62194 -0.01
O 0.72324 0.97209 -1.63294 -0.06
H 0.51399 1.43181 -2.44448 0.07
H 0.44793 0.06812 -1.41631 0.03
O -1.23979 -0.95863 -1.35550 -0.06
H -1.32975 -0.90915 -0.38956 0.04
H -1.19747 -1.91950 -1.46373 0.07

In eV, the LUMO values for the records above are, in order, 0.96, -2.75, 0.37.
In eV, the E_tot values for the records above are, in order, -14512.2776, -35070.1901, -10399.7708.
In eV, the orbital gap values for the records above are, in order, 9.55, 2.57, 11.44.